1.
C25H42BrCuNOP2 | the ωB97M-V functional and the def2-TZVPD basis

Expectation value of S² = 0.7515
Energy above the lowest of the compared OMol25 structures with the same formula, charge and spin = 104.4 kJ/mol
Orbital gap (alpha / beta) = 0.2510 / 0.1509 Ha
Spin multiplicity = 2
E_tot = -6004.3379 a.u.
Net charge = +2

Element x y z (Å)
Br 3.28335 4.95315 -0.02336
Cu -1.40110 0.05591 -0.38784
P -1.14535 -2.01089 0.00752
P 3.80841 -0.57551 1.02609
O -0.65864 -0.77515 3.90604
N -5.59726 4.00845 -3.25780
C -0.15603 -2.84101 -2.57109
C 2.63713 -0.83954 2.39653
C -0.38448 2.22406 -0.95016
C 3.88428 1.24445 0.96640
C 0.66273 2.41601 -1.85735
C -5.48340 4.21694 -1.94319
C -0.45094 -2.65749 1.57352
C 3.03489 -0.97108 -0.59832
C -0.23896 -3.14467 -1.08405
C 1.68032 3.30759 -1.59553
C -2.87584 -2.61053 0.06399
C -3.65001 -1.89954 1.18157
C -4.69752 3.40075 -1.13032
C -2.89437 1.71876 -0.94760
C 3.95350 -1.79562 -1.52633
C 1.74558 3.95767 -0.34993
C 0.71517 3.75401 0.60169
C -0.31975 2.85458 0.32719
C -3.93435 2.36125 -1.72099
C 3.15915 -1.70795 3.53750
C -1.58137 1.56301 -1.48502
C -4.09491 2.15066 -3.11331
C -1.01631 -3.97411 2.08277
C 5.25586 1.72665 0.49899
C -4.95627 2.99095 -3.82592
H -0.52210 -1.11457 4.80897
H -0.32923 -4.37892 2.83902
H 3.61423 -1.10658 4.32642
H 5.27699 2.82158 0.56001
H -4.61728 -1.54084 0.80102
H 2.37443 0.15466 2.79305
H 3.90949 -2.43856 3.22048
H 6.06704 1.33107 1.12123
H 0.62167 1.91248 -2.82368
H -1.47539 1.32892 -2.55886
H -1.11419 -4.74396 1.30853
H -1.99194 -3.86388 2.56284
H 1.73172 -1.27443 1.94971
H -1.14658 -2.81099 -3.04205
H 2.12254 -1.53718 -0.33432
H 2.42339 3.52497 -2.35395
H -3.12165 -1.01049 1.57494
H -3.83461 -2.55884 2.04564
H 0.62537 -2.79268 1.38932
H -3.12645 1.60323 0.13049
H -5.13509 2.84958 -4.89416
H 5.46525 1.45856 -0.54245
H 3.07914 1.60272 0.30674
H -0.67031 -4.14481 -0.92572
H 2.32279 -2.26200 3.98554
H 0.70397 4.28175 1.55596
H -1.07055 2.57411 1.07618
H 4.15805 -2.79694 -1.11632
H -4.57102 3.63010 -0.07063
H 4.92516 -1.30396 -1.70744
H 3.46088 -1.92680 -2.50516
H 0.33682 -1.88413 -2.76759
H -0.17461 0.07505 3.86960
H -0.53430 -1.88398 2.35331
H 3.67964 1.59457 1.99255
H 0.42515 -3.63521 -3.07201
H -3.29750 -2.34986 -0.91057
H 2.74567 -0.02810 -1.10451
H -2.85185 -3.71430 0.18747
H -6.02353 5.06436 -1.50542
H 0.79002 -3.19551 -0.68691
H -3.53471 1.38809 -3.63902

2.
C6H5F4NO | the ωB97M-V functional and the def2-TZVPD basis

Energy above the lowest of the compared OMol25 structures with the same formula, charge and spin = 0.0 kJ/mol
Orbital gap = 0.3457 Ha
SMILES = CN1C(F)=C(F)C(=O)[C@@H](F)[C@H]1F
E_tot = -761.0309 a.u.

Element x y z (Å)
F -2.36719 0.84142 -0.04946
F -1.57933 0.96377 -2.63851
F 2.72775 -0.74615 -1.00341
F 1.55933 0.88940 0.92110
O 1.16518 0.29542 -3.09259
N -0.47127 -0.06804 0.65853
C 1.38957 -0.65590 -0.83549
C -0.93538 0.06007 2.02431
C 0.96219 -0.23068 0.55247
C -0.68692 0.53856 -1.64126
C -1.16456 0.44228 -0.39475
C 0.63499 0.16003 -1.97919
H -1.73799 0.76384 2.11368
H -1.48958 -0.86409 2.31181
H 1.21815 -0.97018 1.39718
H -0.07997 0.29936 2.58124
H 0.85502 -1.71913 -0.92567

3.
C16H20NO4 | the ωB97M-V functional and the def2-TZVPD basis

Orbital gap = 0.2500 Ha
E_tot = -977.1195 a.u.
Net charge = +1

Element x y z (Å)
O 3.09103 4.12183 0.51183
O 2.25072 3.07214 -4.16128
O -1.31950 0.70593 -0.32039
O -2.15727 -1.07806 0.71531
N -4.01823 -1.70121 4.46791
C 2.19701 1.32448 0.22362
C -1.09652 -1.34756 -1.47593
C 1.55775 4.71448 -1.18529
C -1.37705 -1.17855 1.89809
C 1.68779 0.72576 -2.47494
C 1.96292 0.01440 -0.18220
C 1.69502 -0.29496 -1.52453
C 2.34269 3.76544 -0.35913
C 1.85386 3.16742 -3.03221
C 1.90167 2.03778 -2.06446
C 1.40900 -1.73256 -1.89665
C 1.31591 4.42909 -2.46427
C -1.13887 -2.66426 2.24114
C -1.50077 -0.46413 -0.34231
C 0.13357 -2.24380 -1.21252
C 2.15017 2.33811 -0.72753
H 1.50998 0.51331 -3.51767
H -1.91607 -0.71999 2.73164
H 1.98801 -0.77263 0.55833
H -0.43001 -0.65602 1.80553
H -3.15708 -1.39564 4.92785
H 1.26266 -1.80390 -2.97042
H -0.09957 -3.23010 -1.60290
H -0.15672 -2.81571 2.67744
H 0.34174 -2.38086 -0.15403
H 1.17603 5.62158 -0.74334
H -3.97985 -1.44538 3.47536
H 2.39508 1.53690 1.26250
H 2.25772 -2.34672 -1.61247
H -1.17312 -3.21818 1.31185
H -1.93435 -1.99275 -1.73333
H 0.74316 5.08586 -3.09943
H -0.92425 -0.69031 -2.32020
H -1.91309 -3.03848 2.90591
H -4.82177 -1.24637 4.90877
H -4.10940 -2.71636 4.55435

4.
CH5NOS | the ωB97M-V functional and the def2-TZVPD basis

Energy above the lowest of the compared OMol25 structures with the same formula, charge and spin = 427.4 kJ/mol
Orbital gap = 0.3337 Ha
SMILES = C=[S@H](N)=O
E_tot = -569.1254 a.u.

Element x y z (Å)
S 0.69323 0.01897 0.20764
O 2.05177 0.72191 -0.07628
N -0.33570 1.20386 -0.39236
C 0.21214 -1.44788 -0.29912
H -1.16995 1.09890 0.28860
H 0.47933 0.28352 1.62959
H 0.11628 2.14665 -0.44597
H -0.22848 -1.91658 0.57019
H 0.91349 -2.09293 -0.84987

5.
C2H4N6 | the ωB97M-V functional and the def2-TZVPD basis

Energy above the lowest of the compared OMol25 structures with the same formula, charge and spin = 218.6 kJ/mol
Orbital gap = 0.4090 Ha
SMILES = [H]/N=C\Nn1cnnn1
E_tot = -407.0336 a.u.

Element x y z (Å)
N 0.96636 -0.93858 -0.78090
N -1.76885 -1.01658 0.74356
N 2.45125 -0.01817 0.51581
N 2.27486 -1.01354 -0.33487
N 0.56113 0.19412 -0.31871
N -0.76419 0.67731 -0.57679
C -1.83086 -0.11812 -0.09567
C 1.40019 0.80562 0.50129
H -0.82987 -1.21571 1.28600
H 1.15423 1.64290 1.12419
H -2.80947 0.15470 -0.55874
H -0.80477 0.84607 -1.50519